Here is a structure of composition C31H45N3O4S2Si2TeV from the OMol25 dataset. Energies are from wB97M-V/def2-TZVPD.

Summary:
- HOMO-LUMO gap (alpha / beta) (Eh) = 0.2035 / 0.2250
- expectation value of S² = 3.77
- relative energy (zero: lowest compared OMol25 entry of this formula, charge and spin) (kJ/mol) = 112.06

ORCA input file:
```
! RIJCOSX wB97M-V def2-TZVPD def2/J DEFGRID3
* xyz 0 4
H -2.9373 -0.0804 -2.9253
C -1.5281 -5.9289 -3.6278
H -1.6386 -1.2291 -3.2935
O 1.1558 -1.5659 0.9444
C -1.5744 -3.0158 0.2847
C 3.3770 -1.8999 0.2955
H 0.3588 2.9669 1.1395
H -0.2659 2.0931 -6.1591
H -5.0668 0.0185 2.5778
H -1.7429 0.4863 4.8091
C 2.3016 -1.8202 1.2884
H -4.7008 1.3440 5.5117
H 3.0070 1.0463 2.6730
H 1.8593 3.0953 -5.3787
H -2.5308 -3.5207 0.4698
S 1.2115 -3.6945 -1.7037
C 5.5580 -2.3365 -0.5463
H -3.5520 -0.7742 3.0168
C -1.6816 1.2866 -1.0888
H -1.6518 0.7853 -4.5958
H -4.2973 3.2034 1.6769
C 1.2514 2.5104 -4.6996
Te -0.3262 0.8338 2.5657
H -2.1244 0.8302 -0.2082
H 1.0317 3.8095 5.2920
C -2.0816 -0.6222 -2.4994
H -0.7596 -3.7180 0.4558
C 5.0848 -2.0168 -1.8148
O 1.8787 -1.0729 -3.2275
H 6.5862 -2.6358 -0.4050
C 0.2898 2.8573 2.2231
C 0.9311 1.5441 -2.5056
V 0.9931 -1.2678 -1.2123
C 0.0629 1.9519 -5.1378
H 1.4542 2.0923 5.1861
C -3.9794 0.1162 2.5475
H -2.5821 2.8947 1.3973
C -1.7054 1.3476 4.1384
H 1.8562 -1.8206 3.0935
C -4.6014 2.1470 4.7776
N -1.0628 0.2839 -1.9793
H 1.6296 5.7180 2.9446
H -0.5198 3.4956 2.5841
H -0.9177 1.9729 -0.7405
Si -3.4046 1.6855 3.4100
O 2.6392 -2.0127 2.5513
C -0.3117 -4.2907 -2.3167
H -2.4497 1.8439 -1.6415
H 2.7208 3.3066 5.3832
H -1.4694 -2.1767 0.9747
H 4.2166 2.3174 2.8913
H 4.9998 -2.5158 1.5353
N -1.4905 -2.5250 -1.1008
H -2.6710 -0.9642 -0.4597
C -0.7161 1.2106 -4.2560
C -2.7272 -5.3078 -3.3081
H -1.2721 2.1768 4.7004
N 2.9159 -1.5938 -0.9316
C 4.6842 -2.2748 0.5302
C -0.3390 -5.4248 -3.1335
H -3.6665 -5.6925 -3.6839
C 3.2574 2.0807 2.4238
H 3.3699 2.1470 1.3388
H -3.0884 4.0413 2.6500
C -3.3285 3.0892 2.1708
H -3.6633 -3.7296 -2.2377
C 3.7665 -1.6436 -1.9763
S 1.5101 1.1464 -0.8859
C 2.3902 5.0168 2.5933
H -3.5057 -1.9811 -1.5959
C 1.7636 3.1000 4.8979
H -3.6712 0.1142 1.4995
H 2.6253 2.7145 -3.0578
Si 1.9342 3.2513 3.0364
H 2.4772 5.1306 1.5102
C -1.5234 -3.6622 -2.0053
H 4.6888 -1.3409 -4.2366
C -2.7166 -4.1855 -2.4938
C 1.6804 2.3058 -3.3946
O 3.7474 -1.1790 -4.3743
C 3.0714 -1.2858 -3.2358
H -1.5191 -6.8054 -4.2642
C -0.2920 1.0110 -2.9530
H 3.3448 5.3072 3.0386
C -2.5321 -1.5372 -1.3745
H 0.6023 -5.8998 -3.3798
H -4.2612 3.0417 5.3046
H -5.5954 2.3544 4.3735
H 5.7582 -2.0745 -2.6607
*
```